Molecular formula: C46H126BFeNO53
Method: DFT, ωB97M-V/def2-TZVPD

As for the energy: -194800.3764 eV. Its spin multiplicity is 5. For the HOMO energy (alpha / beta), the calculation gives -8.906 / -8.906 eV.

Cartesian coordinates (Å):
Fe -3.323 -6.784 -1.441
O -1.826 0.734 -2.253
C -1.225 0.149 -1.355
O -0.291 0.677 -0.713
B 0.362 -0.297 0.177
O -0.491 -1.459 0.175
C -1.344 -1.338 -0.893
O -2.165 -2.211 -1.289
O 0.424 0.252 1.567
C 1.680 0.323 1.947
O 2.205 0.607 3.059
C 2.558 -0.178 0.794
O 1.756 -0.472 -0.241
O 3.799 -0.195 0.893
N -0.265 -6.412 -1.674
O 0.352 -7.141 -0.934
O 0.139 -5.917 -2.747
O -1.315 -6.167 -1.204
C -1.727 4.374 -4.054
C -3.057 4.014 -3.293
O -2.968 3.246 -2.039
O -1.014 5.144 -3.197
H -1.943 4.827 -5.021
H -1.050 3.560 -4.313
H -3.633 3.336 -3.923
H -3.690 4.845 -2.980
H -2.421 2.491 -2.271
H -0.880 4.552 -2.453
C -1.908 5.629 0.333
C -0.848 6.441 1.063
O -0.241 5.715 2.115
O -1.334 4.519 -0.430
H -2.407 6.309 -0.358
H -2.703 5.291 0.998
H -1.292 7.297 1.572
H -0.148 6.860 0.340
H -0.120 4.783 1.922
H -2.143 4.112 -0.749
C 4.374 -1.816 4.932
C 4.306 -3.152 4.060
O 5.324 -3.456 3.116
O 3.788 -1.878 6.255
H 3.937 -0.965 4.409
H 5.399 -1.522 5.160
H 3.451 -2.866 3.447
H 4.113 -4.033 4.672
H 5.892 -4.042 3.621
H 4.485 -1.472 6.777
C 6.180 1.390 -2.283
C 6.647 2.232 -1.068
O 5.798 3.304 -0.895
O 5.149 0.472 -2.119
H 7.000 0.924 -2.830
H 5.883 2.162 -2.992
H 7.630 2.604 -1.354
H 6.795 1.599 -0.193
H 5.295 3.233 -0.080
H 5.269 0.086 -1.248
C -1.131 -2.348 4.842
C -0.272 -3.561 4.532
O -0.620 -4.616 5.417
O -2.466 -2.765 4.527
H -0.809 -1.685 4.039
H -1.052 -1.948 5.853
H 0.755 -3.295 4.782
H -0.348 -4.000 3.538
H -1.398 -4.279 5.867
H -2.396 -3.139 3.646
C 4.546 2.188 6.423
C 4.690 2.315 4.900
O 5.597 3.454 4.635
O 5.767 2.161 7.210
H 4.006 1.273 6.666
H 3.955 3.073 6.663
H 3.738 2.449 4.386
H 5.004 1.309 4.622
H 5.145 4.291 4.765
H 6.287 2.906 6.900
C 1.620 0.314 8.059
C 1.060 0.210 6.683
O -0.226 0.850 6.552
O 0.941 -0.366 9.154
H 1.482 1.328 8.435
H 2.668 0.045 7.932
H 0.979 -0.864 6.518
H 1.850 0.504 5.993
H -0.744 0.520 7.290
H 1.515 -0.406 9.923
C -0.892 2.105 -7.023
C -0.807 0.840 -8.022
O -1.231 1.233 -9.367
O -2.179 2.646 -7.144
H -0.196 2.891 -7.315
H -0.743 1.829 -5.979
H -1.546 0.147 -7.620
H 0.173 0.370 -8.101
H -1.629 2.096 -9.230
H -2.596 2.209 -6.398
C 1.513 5.386 4.880
C 2.918 5.763 5.442
O 3.805 6.155 4.403
O 0.836 6.543 4.406
H 0.986 4.685 5.528
H 1.647 4.723 4.025
H 3.386 4.936 5.976
H 2.809 6.566 6.171
H 3.301 6.705 3.799
H 0.697 6.544 3.456
C 9.927 0.006 -3.226
C 9.024 -1.007 -2.389
O 8.689 -0.628 -1.040
O 9.060 0.703 -4.235
H 10.577 -0.635 -3.823
H 10.607 0.653 -2.672
H 9.661 -1.879 -2.237
H 8.088 -1.302 -2.864
H 8.134 -1.309 -0.653
H 9.640 1.339 -4.659
C -2.618 -1.879 -4.926
C -3.702 -0.865 -4.825
O -3.411 0.336 -5.566
O -2.880 -2.813 -3.890
H -1.608 -1.488 -5.050
H -2.713 -2.426 -5.864
H -3.686 -0.408 -3.836
H -4.678 -1.294 -5.051
H -4.205 0.875 -5.557
H -2.440 -2.461 -3.113
C 3.406 4.103 1.293
C 2.155 3.921 0.309
O 1.054 3.400 1.002
O 4.148 2.932 1.497
H 2.987 4.590 2.174
H 3.998 4.910 0.862
H 2.313 3.130 -0.424
H 1.962 4.817 -0.280
H 0.429 3.056 0.359
H 3.570 2.281 1.901
C -4.615 -4.424 0.545
C -4.158 -3.515 1.743
O -2.785 -3.362 1.717
O -4.018 -5.751 0.478
H -4.512 -3.916 -0.414
H -5.656 -4.643 0.782
H -4.436 -4.108 2.614
H -4.673 -2.567 1.586
H -2.546 -2.926 0.896
H -4.012 -6.219 1.316
C -8.149 4.099 -1.933
C -6.771 4.464 -2.478
O -6.028 3.251 -2.757
O -8.187 3.361 -0.731
H -8.688 3.309 -2.457
H -8.834 4.946 -1.915
H -6.271 5.124 -1.769
H -6.964 4.924 -3.446
H -5.123 3.366 -2.458
H -9.089 3.619 -0.531
C 2.773 -6.800 1.815
C 1.404 -6.218 2.162
O 0.559 -7.311 2.480
O 2.667 -7.663 0.731
H 3.162 -7.545 2.510
H 3.519 -6.022 1.652
H 0.986 -5.550 1.409
H 1.451 -5.700 3.120
H 0.385 -7.232 3.421
H 3.331 -7.460 0.068
C -7.641 -1.430 -2.459
C -6.178 -1.897 -2.261
O -5.944 -3.244 -2.679
O -8.507 -1.838 -1.367
H -7.966 -1.820 -3.424
H -7.631 -0.340 -2.457
H -5.887 -1.689 -1.231
H -5.619 -1.322 -2.999
H -6.570 -3.513 -3.355
H -9.395 -1.513 -1.533
C -5.890 1.109 -0.375
C -4.484 0.632 -0.576
O -4.040 -0.152 0.540
O -5.898 2.261 0.497
H -6.407 0.311 0.158
H -6.238 1.532 -1.317
H -3.797 1.470 -0.698
H -4.332 0.189 -1.561
H -3.769 0.433 1.250
H -6.775 2.585 0.280
C -2.838 2.562 2.678
C -1.585 2.343 3.618
O -1.861 2.594 4.988
O -3.991 1.720 2.910
H -2.626 2.562 1.609
H -3.186 3.540 3.012
H -0.845 3.102 3.367
H -1.203 1.346 3.399
H -1.237 2.112 5.536
H -4.645 1.913 2.234
C -3.847 -5.747 -4.151
C -2.865 -6.973 -4.346
O -3.241 -7.891 -3.209
O -3.782 -5.209 -2.813
H -4.867 -6.012 -4.430
H -3.586 -4.949 -4.846
H -1.820 -6.678 -4.253
H -3.123 -7.393 -5.319
H -3.210 -8.848 -3.282
H -3.724 -4.256 -2.919
C 3.588 -3.514 -1.417
C 4.148 -3.424 -2.900
O 3.092 -3.320 -3.873
O 2.774 -4.579 -1.108
H 2.817 -2.750 -1.310
H 4.429 -3.475 -0.724
H 4.677 -4.362 -3.067
H 4.865 -2.604 -2.919
H 3.493 -3.151 -4.728
H 2.180 -4.783 -1.834
C 2.156 0.903 -4.777
C 1.912 0.780 -3.272
O 2.546 1.692 -2.325
O 1.281 -0.046 -5.556
H 3.216 0.684 -4.909
H 1.912 1.897 -5.151
H 2.046 -0.270 -3.012
H 0.888 1.142 -3.177
H 3.298 1.369 -1.822
H 0.902 -0.593 -4.863



Molecular formula: C46H130N8O22
Method: DFT, ωB97M-V/def2-TZVPD

As for the energy: -106767.3714 eV. Its spin multiplicity is 1. The calculation puts the energy relative to the best compared isomer or geometry (same formula, charge and spin) at 53.3 kcal/mol. For the HOMO energy, the calculation gives -8.715 eV.

Cartesian coordinates (Å):
C 0.582 6.810 0.758
C -0.637 5.883 1.047
O -0.675 4.790 0.106
O 1.830 6.240 1.049
H 0.447 7.658 1.376
H 0.464 7.154 -0.291
H -1.564 6.463 0.894
H -0.662 5.529 2.060
H -1.250 4.157 0.505
H 2.126 5.685 0.315
C -2.353 -0.011 -4.728
C -1.943 -0.810 -5.948
O -0.532 -1.019 -6.078
O -1.981 1.327 -5.009
H -1.730 -0.395 -3.917
H -3.383 -0.230 -4.491
H -2.390 -0.346 -6.848
H -2.363 -1.848 -5.912
H -0.083 -0.159 -6.042
H -1.485 1.695 -4.264
C -3.918 3.600 1.272
C -4.768 2.788 0.333
O -4.809 1.471 0.618
O -2.525 3.160 1.246
H -4.356 3.611 2.307
H -3.890 4.690 1.034
H -4.452 2.999 -0.670
H -5.806 3.326 0.410
H -4.315 0.956 -0.082
H -2.414 2.330 1.762
C 7.814 -0.193 -3.059
C 6.717 -1.001 -2.408
O 5.613 -0.223 -1.899
O 8.644 0.559 -2.224
H 7.416 0.361 -3.862
H 8.430 -0.923 -3.572
H 7.181 -1.521 -1.539
H 6.353 -1.585 -3.257
H 4.893 -0.150 -2.611
H 7.961 1.027 -1.685
C 8.725 1.336 2.062
C 7.353 1.562 1.525
O 7.369 2.318 0.357
O 8.590 0.441 3.184
H 9.088 2.337 2.396
H 9.429 0.865 1.394
H 6.776 2.065 2.351
H 6.748 0.632 1.360
H 6.984 3.191 0.494
H 9.344 0.663 3.688
C -1.392 2.093 4.509
C -1.554 0.837 3.720
O -2.474 1.056 2.633
O -0.581 1.962 5.639
H -2.438 2.356 4.832
H -1.090 2.835 3.728
H -1.844 0.006 4.447
H -0.538 0.564 3.301
H -3.300 0.533 2.799
H 0.355 2.055 5.410
C -1.656 3.676 -2.958
C -0.402 4.408 -3.405
O 0.595 4.526 -2.484
O -1.326 2.352 -2.597
H -2.413 3.499 -3.800
H -2.201 4.176 -2.181
H -0.695 5.367 -3.929
H 0.004 3.910 -4.324
H 0.075 4.807 -1.690
H -1.127 2.263 -1.633
C -5.302 -1.445 -1.285
C -4.571 -0.488 -2.224
C -5.490 0.646 -2.764
O -6.464 0.014 -3.479
C -7.429 0.837 -3.989
N -3.430 0.240 -1.618
H -5.608 -1.078 -0.301
H -4.742 -2.381 -1.022
H -6.237 -1.811 -1.726
H -4.246 -1.064 -3.036
H -4.806 1.362 -3.420
H -5.936 1.216 -1.969
H -8.060 1.317 -3.252
H -8.067 0.143 -4.551
H -7.027 1.627 -4.720
H -2.757 -0.402 -1.224
H -2.982 0.865 -2.270
C 5.100 3.579 -1.961
C 3.978 3.755 -0.934
C 4.581 3.644 0.433
O 5.607 4.592 0.613
C 5.610 5.304 1.839
N 3.158 4.972 -1.072
H 5.570 2.598 -1.766
H 5.792 4.364 -1.954
H 4.666 3.513 -2.915
H 3.334 2.853 -1.106
H 5.014 2.665 0.520
H 3.862 3.757 1.272
H 4.805 6.053 1.924
H 6.544 5.842 1.911
H 5.664 4.619 2.669
H 2.497 4.760 -1.887
H 3.764 5.760 -1.267
C -1.071 -3.660 2.790
C -0.296 -4.785 2.164
C 0.096 -4.311 0.765
O 1.016 -5.311 0.334
C 1.638 -4.993 -0.867
N 0.994 -4.909 2.822
H -0.400 -2.773 2.805
H -1.408 -3.827 3.831
H -2.001 -3.402 2.259
H -0.795 -5.713 2.158
H 0.642 -3.365 0.882
H -0.695 -4.225 0.074
H 0.908 -4.805 -1.693
H 2.114 -5.950 -1.089
H 2.452 -4.207 -0.712
H 0.984 -5.323 3.755
H 1.677 -5.360 2.260
C 1.408 1.376 -4.267
C 2.636 0.946 -5.035
C 3.667 2.028 -5.105
O 4.753 1.611 -5.956
C 5.971 2.336 -5.625
N 3.259 -0.230 -4.362
H 1.079 0.575 -3.570
H 0.628 1.664 -4.883
H 1.492 2.259 -3.666
H 2.375 0.725 -6.068
H 4.114 2.051 -4.097
H 3.282 3.031 -5.326
H 5.995 2.345 -4.501
H 5.905 3.406 -5.919
H 6.757 1.757 -6.046
H 2.612 -1.075 -4.405
H 4.033 -0.467 -4.962
C 0.847 -1.327 5.198
C 1.770 -1.192 3.920
C 2.513 0.080 3.811
O 1.604 1.120 3.896
C 2.267 2.333 3.810
N 2.755 -2.277 3.715
H 0.537 -2.361 5.393
H -0.057 -0.737 5.124
H 1.403 -0.993 6.068
H 1.085 -1.245 3.115
H 2.996 0.155 2.795
H 3.298 0.097 4.578
H 2.725 2.551 4.769
H 1.530 3.156 3.469
H 3.101 2.131 3.152
H 3.245 -2.463 4.585
H 2.196 -3.094 3.373
C -4.306 -2.304 4.291
C -4.892 -1.809 2.979
C -6.272 -2.439 2.785
O -6.756 -2.018 1.556
C -7.861 -2.935 1.306
N -4.917 -0.375 2.990
H -4.935 -1.989 5.115
H -3.318 -1.829 4.386
H -4.198 -3.417 4.258
H -4.213 -2.080 2.204
H -6.848 -2.153 3.672
H -6.180 -3.510 2.796
H -8.279 -2.682 0.312
H -8.660 -2.717 1.981
H -7.528 -3.920 1.409
H -5.457 0.059 2.223
H -5.476 -0.164 3.799
C -3.387 -6.324 0.384
C -4.870 -6.777 0.590
C -4.875 -8.272 0.889
O -6.120 -8.594 1.433
C -6.223 -9.863 1.911
N -5.469 -5.922 1.603
H -3.364 -5.233 0.026
H -2.788 -6.849 -0.336
H -2.663 -6.479 1.192
H -5.405 -6.489 -0.297
H -4.042 -8.475 1.651
H -4.647 -8.879 -0.007
H -5.781 -10.004 2.893
H -5.805 -10.632 1.310
H -7.340 -10.057 1.956
H -4.885 -5.923 2.430
H -6.318 -6.364 1.939
C -0.089 -0.589 -0.090
C 0.823 0.554 0.213
C 2.234 0.190 0.056
O 2.543 -0.970 0.832
C 3.954 -1.234 0.832
N 0.527 1.701 -0.653
H -1.104 -0.208 -0.120
H -0.043 -1.384 0.673
H 0.043 -0.884 -1.070
H 0.583 0.956 1.248
H 2.936 0.934 0.300
H 2.505 -0.088 -0.985
H 4.080 -2.142 1.379
H 4.511 -0.388 1.316
H 4.435 -1.419 -0.117
H 0.800 1.645 -1.648
H 0.722 2.616 -0.307